{"formula": "C43H75BrN8O7", "method": "ωB97M-V with the def2-TZVPD basis set", "energy_ha": -5222.06114, "orbital_gap_ev": 7.8981, "max_force_ev_per_a": 2.83, "homo_ev": -8.2, "elements": ["C", "C", "C", "C", "C", "C", "C", "C", "C", "Br", "C", "C", "O", "C", "C", "N", "C", "C", "C", "O", "C", "N", "C", "N", "C", "O", "C", "C", "C", "C", "N", "C", "C", "C", "C", "C", "C", "C", "O", "N", "C", "H", "H", "H", "H", "H", "H", "H", "H", "H", "H", "H", "H", "H", "H", "H", "H", "H", "H", "H", "H", "H", "H", "H", "H", "H", "H", "H", "H", "H", "H", "H", "H", "H", "H", "H", "H", "H", "H", "H", "H", "H", "H", "C", "C", "C", "O", "C", "N", "H", "H", "H", "H", "H", "H", "H", "H", "H", "H", "H", "C", "C", "C", "O", "C", "N", "H", "H", "H", "H", "H", "H", "H", "H", "H", "H", "H", "C", "C", "C", "O", "C", "N", "H", "H", "H", "H", "H", "H", "H", "H", "H", "H", "H"], "coordinates": [[-2.541995, 0.812513, -6.179419], [-1.441921, 1.131085, -5.099468], [-0.305873, 1.955736, -5.816116], [0.672845, 1.035028, -6.630937], [2.112986, 0.977588, -5.994304], [2.036284, 0.155465, -4.672551], [2.555736, -1.332333, -4.837278], [1.889835, -2.220113, -3.763868], [1.011036, -3.229691, -4.121054], [0.572609, -3.633561, -5.955996], [0.381149, -4.000018, -3.055456], [0.641011, -3.752868, -1.715811], [0.022295, -4.444047, -0.710546], [-0.289175, -5.810092, -1.024502], [-1.784827, -5.915335, -1.415432], [-2.648124, -5.297170, -0.382840], [-3.731140, -6.197524, 0.047301], [-5.100336, -5.822538, -0.611998], [-5.485219, -4.374227, -0.150502], [-4.955859, -5.889309, -2.028826], [1.574351, -2.699333, -1.320710], [1.755409, -2.501430, 0.020302], [2.590823, -1.497708, 0.210521], [2.865415, -1.111305, 1.581959], [2.478089, -2.018834, 2.339113], [1.807904, -2.666069, 3.053254], [3.273754, -0.723437, -0.809252], [4.240358, 0.438271, -0.468226], [5.401899, 0.062184, 0.523890], [5.537288, 1.156057, 1.642900], [4.539160, 1.081761, 2.717182], [3.409836, 1.997965, 2.534401], [2.643174, 2.319239, 3.821600], [3.029278, 3.477656, 4.552447], [2.332894, 3.844172, 5.710458], [1.222539, 3.070674, 6.178167], [0.839011, 1.903876, 5.492559], [1.557406, 1.555800, 4.308521], [1.132386, 0.412808, 3.645041], [3.072468, -0.953306, -2.093367], [2.178507, -1.958602, -2.362726], [-2.851134, 1.790718, -6.598815], [-3.435302, 0.331182, -5.742059], [-2.069642, 0.166766, -6.943792], [-1.876007, 1.674417, -4.240566], [-1.005349, 0.167523, -4.760773], [-0.818261, 2.611592, -6.553832], [0.209725, 2.626803, -5.102703], [0.721056, 1.420697, -7.666536], [0.274254, 0.000859, -6.572803], [2.872969, 0.582968, -6.692183], [2.349608, 2.032756, -5.731562], [1.043675, 0.200207, -4.185838], [2.735649, 0.637042, -3.956052], [2.249339, -1.638255, -5.851141], [3.652728, -1.290563, -4.729253], [-0.309905, -4.784745, -3.386428], [0.409664, -6.287092, -1.734899], [-0.184146, -6.368433, -0.065360], [-2.049904, -5.422444, -2.368570], [-2.010217, -6.998623, -1.548961], [-2.108956, -5.095885, 0.454109], [-3.888624, -6.005918, 1.134601], [-3.502267, -7.279126, -0.045214], [-5.831656, -6.549477, -0.194171], [-4.630478, -3.833758, 0.302692], [-6.323138, -4.398176, 0.576016], [-5.758915, -3.791759, -1.053024], [-5.850337, -5.838338, -2.391922], [3.649000, 1.320142, -0.159323], [4.724893, 0.724700, -1.424876], [5.287162, -0.952177, 0.953572], [6.363762, 0.029777, -0.033546], [5.561248, 2.163956, 1.166432], [6.519604, 0.967445, 2.131802], [4.961807, 1.167585, 3.633601], [3.735394, 2.943601, 2.032168], [2.687978, 1.495318, 1.851088], [3.878651, 4.061178, 4.175372], [2.656566, 4.748112, 6.242761], [0.628508, 3.332902, 7.065896], [0.020609, 1.249040, 5.815921], [1.344025, -0.361433, 4.186432], [-1.698701, -11.837803, 3.134206], [-1.076180, -10.570438, 2.556982], [-2.027963, -9.361764, 2.562933], [-3.016084, -9.386171, 1.546250], [-4.158662, -10.166686, 1.850977], [-0.574012, -10.859877, 1.209536], [-2.402389, -12.307515, 2.446804], [-0.922439, -12.574415, 3.347397], [-2.222209, -11.627282, 4.069674], [-0.221562, -10.312328, 3.190129], [-1.431625, -8.465128, 2.366800], [-2.490031, -9.218783, 3.548010], [-4.409881, -10.128599, 2.914451], [-4.011802, -11.201121, 1.533357], [-4.998468, -9.765025, 1.281778], [-0.076194, -10.043768, 0.862363], [-1.381143, -10.929750, 0.593382], [-2.178638, 6.441709, 2.685005], [-0.899059, 5.874351, 3.293377], [-0.601255, 6.413242, 4.701410], [-0.078126, 7.732253, 4.725667], [-1.052047, 8.757617, 4.640640], [0.217728, 6.119739, 2.374498], [-2.060937, 7.465692, 2.336852], [-2.480957, 5.847559, 1.820824], [-2.998908, 6.416624, 3.407713], [-1.034681, 4.791489, 3.381720], [0.176585, 5.779938, 5.137740], [-1.477520, 6.332940, 5.357636], [-1.980341, 8.484433, 5.150156], [-1.253616, 9.009219, 3.596720], [-0.642564, 9.647783, 5.120876], [1.048301, 5.658965, 2.741143], [0.444185, 7.110228, 2.433619], [0.659930, 9.154195, 0.192437], [-0.050201, 7.978349, -0.472822], [0.149169, 7.926114, -1.996927], [-0.630212, 8.860884, -2.726788], [-0.081260, 10.163880, -2.796617], [-1.470741, 8.016222, -0.111475], [0.144901, 10.101210, 0.027658], [0.708973, 9.003388, 1.273070], [1.684125, 9.253128, -0.174642], [0.380565, 7.063027, -0.057669], [-0.178840, 6.941856, -2.343532], [1.209754, 8.013701, -2.265986], [1.011257, 10.146700, -2.844159], [-0.413317, 10.766015, -1.947714], [-0.459576, 10.637566, -3.703595], [-1.923158, 7.182101, -0.477321], [-1.897078, 8.774226, -0.641236]], "forces_ev_per_a": [[0.55, 0.45, 0.92], [0.11, -0.12, -1.04], [-0.61, -0.35, -0.11], [0.57, 0.23, 0.63], [-1.57, 0.46, 0.46], [1.57, 0.26, 0.22], [-1.14, 1.08, 0.67], [0.38, -0.08, -1.23], [0.22, 0.18, 2.07], [0.06, 0.05, 0.94], [0.33, 0.29, -0.92], [0.03, 0.34, -0.68], [1.06, -0.26, -0.68], [-1.24, -0.32, 0.75], [0.08, -0.01, -0.23], [0.15, -1.28, 0.23], [-0.93, 0.54, 0.47], [1.09, 0.57, 1.25], [-0.07, -0.14, -0.30], [-0.50, -0.38, 0.33], [-1.62, -1.49, -0.70], [1.42, 1.63, -1.70], [0.37, 0.38, 0.84], [0.15, -2.13, -0.50], [-2.54, 1.13, 0.53], [1.93, 0.38, -0.46], [0.33, 0.70, -0.36], [0.24, -0.98, -0.45], [-0.26, 0.83, 0.16], [0.78, -1.13, 0.33], [-0.01, 0.44, -0.21], [-0.91, -0.56, -0.21], [0.08, 0.45, 0.29], [-0.88, -0.86, 0.12], [-0.48, -0.27, 0.16], [0.35, -0.33, -0.54], [1.32, 0.82, -0.84], [-0.08, 0.11, 0.82], [0.41, 0.11, -0.08], [-0.46, -0.72, 1.40], [-0.12, -0.14, -0.69], [0.04, -0.67, -0.10], [0.49, 0.04, -0.27], [-0.55, 0.38, 0.17], [0.24, -0.25, -0.38], [-0.34, 0.58, 0.13], [0.32, -0.16, 0.54], [-0.01, -0.46, -0.31], [-0.02, -0.55, 0.38], [0.09, 0.47, -0.58], [-0.33, 0.13, 0.34], [0.25, -0.64, -0.30], [0.38, -0.09, -0.51], [-0.55, -0.32, -0.26], [0.41, -0.25, 0.56], [-0.47, -0.31, -0.15], [0.31, 0.41, 0.43], [-0.32, 0.56, 0.05], [0.02, 0.43, -0.48], [0.46, -0.27, 0.28], [0.05, 0.55, 0.15], [0.20, 0.11, -0.36], [0.01, -0.26, -0.60], [-0.04, 0.49, -0.20], [0.16, 0.27, -0.62], [-0.40, -0.45, -0.26], [0.41, 0.12, -0.47], [-0.12, -0.25, 0.58], [0.29, 0.03, -0.11], [0.31, -0.48, 0.20], [-0.57, -0.19, 0.41], [-0.13, 0.71, -0.04], [-0.59, 0.16, 0.22], [0.02, -0.48, 0.22], [-0.45, 0.33, -0.37], [-0.04, 0.27, -0.22], [-0.21, -0.40, 0.45], [0.40, 0.39, 0.31], [-0.41, -0.15, 0.27], [-0.31, -0.45, -0.13], [0.59, 0.16, -0.39], [0.34, 0.44, -0.13], [-0.16, 0.21, -0.12], [0.08, -0.12, 0.20], [-0.32, -0.19, -0.16], [0.28, 0.21, -0.03], [-0.05, -0.01, 0.30], [-0.03, 0.03, -0.35], [-0.01, 0.27, 0.01], [0.01, 0.08, -0.04], [-0.01, 0.04, -0.07], [-0.02, 0.00, -0.03], [-0.02, 0.10, -0.05], [-0.04, -0.01, -0.08], [-0.06, -0.12, 0.00], [0.07, -0.04, 0.02], [-0.09, -0.07, 0.17], [0.06, 0.07, 0.01], [0.11, -0.09, 0.03], [0.04, -0.12, 0.03], [-0.21, -0.09, 0.10], [-0.22, 0.34, -0.10], [0.25, -0.28, 0.03], [-0.24, -0.09, 0.15], [0.28, 0.17, -0.13], [0.22, -0.13, 0.19], [0.09, -0.05, -0.02], [0.07, 0.03, 0.01], [0.03, -0.04, 0.02], [0.12, 0.01, 0.10], [0.05, 0.09, -0.01], [-0.09, 0.08, -0.09], [-0.02, -0.06, -0.06], [-0.21, 0.00, 0.03], [0.04, -0.07, 0.04], [-0.05, -0.09, -0.06], [-0.10, -0.01, -0.08], [0.12, -0.03, 0.12], [0.01, 0.33, -0.14], [-0.12, -0.29, 0.04], [0.31, 0.00, -0.02], [-0.33, 0.03, -0.07], [0.02, 0.01, -0.28], [-0.03, -0.04, -0.05], [-0.05, 0.02, -0.04], [-0.02, 0.02, 0.00], [-0.09, -0.04, -0.06], [-0.07, 0.05, -0.02], [0.02, 0.13, 0.06], [0.01, -0.02, 0.08], [0.19, 0.09, 0.03], [0.00, -0.08, -0.01], [0.02, -0.05, 0.18], [0.03, 0.02, 0.08]]}